# 1
{"formula": "C29H51LuNO2SSi2", "method": "ωB97M-V/def2-TZVPD", "orbital_gap_ev": 7.8047, "charge": 1, "max_force_ev_per_a": 2.86, "molar_mass_g_mol": 708.94, "e_above_lowest_kcal_mol": 34.9, "elements": ["O", "O", "C", "C", "H", "H", "H", "H", "H", "C", "C", "H", "H", "H", "H", "H", "C", "C", "C", "H", "H", "H", "H", "H", "C", "H", "H", "H", "H", "H", "H", "Lu", "C", "Si", "H", "H", "C", "C", "C", "C", "Si", "H", "H", "C", "C", "C", "H", "H", "H", "H", "H", "H", "H", "H", "H", "H", "H", "H", "H", "H", "H", "H", "H", "H", "S", "C", "C", "C", "C", "C", "C", "N", "C", "C", "C", "C", "C", "C", "C", "H", "H", "H", "H", "H", "H", "H", "H"], "coordinates": [[-0.685, 2.280, -0.372], [-3.396, 0.380, 0.103], [-1.087, 3.043, 0.842], [-0.198, 4.217, 1.142], [-1.093, 2.295, 1.638], [-2.117, 3.376, 0.681], [0.824, 3.894, 1.329], [-0.576, 4.705, 2.043], [-0.220, 4.970, 0.353], [-1.235, 2.811, -1.600], [-2.556, 3.521, -1.445], [-1.351, 1.943, -2.248], [-0.493, 3.469, -2.078], [-3.320, 2.850, -1.042], [-2.908, 3.857, -2.427], [-2.482, 4.417, -0.823], [-3.658, -0.464, -1.205], [-4.468, 0.498, 1.291], [-4.462, 0.326, -2.192], [-4.113, -1.397, -0.865], [-2.644, -0.664, -1.577], [-5.473, 0.556, -1.839], [-4.592, -0.302, -3.084], [-3.931, 1.237, -2.499], [-5.811, 0.948, 0.779], [-3.983, 1.245, 1.933], [-4.502, -0.482, 1.786], [-5.765, 1.955, 0.334], [-6.507, 1.010, 1.631], [-6.257, 0.223, 0.080], [-2.634, -0.144, 0.542], [0.718, 0.088, -0.191], [-0.904, -0.187, 1.633], [-0.795, -1.705, 2.728], [-0.510, 0.667, 2.218], [-1.960, -0.120, 1.829], [-1.638, -1.268, 4.353], [0.980, -2.180, 3.023], [-1.762, -3.033, 1.838], [2.039, 1.790, -0.666], [2.055, 1.333, -2.455], [3.033, 1.878, -0.216], [1.535, 2.751, -0.517], [1.808, 2.846, -3.507], [0.603, 0.125, -2.758], [3.616, 0.484, -3.019], [-2.612, -2.653, 1.252], [-2.153, -3.729, 2.592], [-1.101, -3.578, 1.154], [-1.128, -0.437, 4.859], [-1.590, -2.147, 5.007], [-2.694, -0.988, 4.234], [1.626, -1.291, 3.095], [1.353, -2.833, 2.221], [0.993, -2.723, 3.982], [0.121, 0.544, -3.660], [-0.277, 0.062, -2.045], [0.931, -0.901, -2.999], [3.533, 0.300, -4.101], [3.801, -0.471, -2.507], [4.466, 1.155, -2.831], [2.168, 2.627, -4.518], [2.394, 3.668, -3.082], [0.763, 3.164, -3.568], [4.555, -3.039, 0.093], [5.032, -1.687, 1.100], [6.238, -1.519, 1.778], [6.430, -0.351, 2.524], [5.411, 0.612, 2.611], [4.179, 0.426, 1.966], [3.998, -0.731, 1.183], [2.838, -1.082, 0.454], [2.992, -2.283, -0.144], [1.931, -2.990, -0.838], [2.135, -4.318, -1.314], [1.075, -5.006, -1.889], [-0.164, -4.366, -2.012], [-0.338, -3.041, -1.545], [0.695, -2.337, -0.952], [6.981, -2.308, 1.711], [7.366, -0.181, 3.056], [5.569, 1.524, 3.191], [3.356, 1.144, 2.021], [3.118, -4.788, -1.199], [1.215, -6.033, -2.243], [-1.004, -4.889, -2.480], [-1.316, -2.563, -1.664]], "lowdin_charge": [-0.308, -0.120, -0.234, -0.054, 0.080, 0.090, 0.077, 0.090, 0.086, -0.242, -0.079, 0.095, 0.108, 0.060, 0.099, 0.084, -0.091, -0.073, -0.053, 0.134, 0.107, 0.074, 0.106, 0.079, -0.067, 0.134, 0.131, 0.097, 0.105, 0.084, 0.074, 1.502, -0.370, 0.368, -0.008, -0.065, -0.186, -0.173, -0.169, -0.415, 0.357, -0.007, -0.018, -0.175, -0.230, -0.164, 0.015, 0.037, 0.023, 0.037, 0.032, 0.022, 0.028, 0.028, 0.039, 0.063, -0.020, 0.050, 0.041, 0.027, 0.048, 0.038, 0.048, 0.011, 1.132, -0.453, -0.081, -0.075, -0.072, -0.029, -0.299, -0.007, -0.521, -0.298, -0.051, -0.083, -0.075, -0.166, -0.202, 0.111, 0.110, 0.108, 0.100, 0.083, 0.110, 0.102, 0.067]}

***

# 2
{"formula": "C29H51N4O3SSb2Sn", "method": "ωB97M-V/def2-TZVPD", "orbital_gap_ev": 7.8173, "charge": 1, "max_force_ev_per_a": 0.44, "molar_mass_g_mol": 898.05, "e_above_lowest_kcal_mol": 0.0, "elements": ["Sn", "C", "C", "N", "C", "C", "N", "C", "C", "C", "N", "C", "C", "N", "C", "H", "H", "H", "H", "H", "H", "H", "H", "H", "H", "H", "H", "H", "H", "H", "H", "H", "H", "H", "H", "H", "H", "H", "H", "C", "Sb", "C", "C", "C", "C", "C", "C", "C", "C", "C", "Sb", "C", "C", "H", "H", "H", "H", "H", "H", "H", "H", "H", "H", "H", "H", "H", "H", "H", "H", "H", "H", "H", "H", "C", "C", "C", "C", "C", "C", "C", "S", "O", "O", "O", "H", "H", "H", "H", "H", "H", "H"], "coordinates": [[-0.760, 0.068, 0.444], [-2.496, -1.706, 3.429], [-3.298, -1.050, 2.305], [-2.874, -1.472, 0.965], [-3.894, -1.242, -0.073], [-4.285, 0.226, -0.194], [-3.113, 1.056, -0.462], [-3.327, 2.512, -0.456], [-2.169, 3.242, 0.218], [-2.067, 2.911, 1.710], [-1.035, 1.904, 2.026], [-1.091, 1.491, 3.437], [-0.113, 0.359, 3.692], [-0.268, -0.736, 2.717], [-1.007, -1.922, 3.176], [-2.916, -2.690, 3.650], [-2.639, -1.111, 4.334], [-3.194, 0.038, 2.351], [-4.362, -1.264, 2.467], [-2.632, -2.458, 0.972], [-4.803, -1.818, 0.138], [-3.489, -1.596, -1.024], [-4.745, 0.566, 0.736], [-5.051, 0.313, -0.974], [-2.745, 0.799, -1.377], [-4.245, 2.729, 0.095], [-3.470, 2.889, -1.473], [-2.326, 4.316, 0.101], [-1.226, 3.011, -0.291], [-3.022, 2.506, 2.058], [-1.880, 3.817, 2.293], [-0.119, 2.312, 1.838], [-2.115, 1.184, 3.653], [-0.853, 2.325, 4.106], [-0.223, -0.006, 4.718], [0.901, 0.748, 3.592], [0.669, -1.028, 2.445], [-0.558, -2.313, 4.095], [-0.869, -2.687, 2.407], [-0.571, -4.640, -0.527], [0.280, -2.834, -1.344], [2.318, -3.311, -0.949], [0.213, -3.466, -3.423], [1.262, -2.772, -4.244], [2.532, -3.351, -4.302], [3.567, -2.778, -5.018], [3.340, -1.600, -5.714], [2.083, -1.025, -5.684], [1.031, -1.580, -4.951], [-0.298, -0.886, -4.994], [-0.572, 0.556, -3.381], [1.403, 1.363, -3.377], [-1.451, 2.085, -4.615], [-0.044, -5.515, -0.905], [-1.624, -4.718, -0.800], [-0.488, -4.630, 0.561], [2.566, -4.319, -1.275], [2.478, -3.214, 0.125], [2.957, -2.588, -1.452], [-0.798, -3.275, -3.780], [0.376, -4.544, -3.432], [2.701, -4.286, -3.781], [4.538, -3.255, -5.045], [4.133, -1.142, -6.291], [1.899, -0.122, -6.254], [-1.136, -1.580, -4.959], [-0.389, -0.310, -5.914], [1.697, 1.648, -4.386], [2.105, 0.628, -2.985], [1.418, 2.228, -2.717], [-0.825, 2.272, -5.486], [-1.540, 3.008, -4.041], [-2.444, 1.782, -4.946], [3.767, 3.390, 5.767], [3.413, 2.813, 4.424], [2.662, 3.535, 3.503], [2.335, 2.995, 2.265], [2.751, 1.713, 1.945], [3.527, 0.984, 2.841], [3.848, 1.534, 4.069], [2.292, 0.969, 0.400], [3.446, 0.898, -0.441], [1.176, 1.803, -0.097], [1.743, -0.357, 0.797], [3.514, 4.447, 5.825], [4.834, 3.283, 5.963], [3.237, 2.871, 6.567], [2.343, 4.542, 3.748], [1.778, 3.572, 1.536], [3.868, -0.008, 2.572], [4.455, 0.968, 4.765]], "lowdin_charge": [1.255, -0.152, -0.225, -0.147, -0.197, -0.212, -0.154, -0.207, -0.162, -0.189, -0.152, -0.184, -0.156, -0.149, -0.197, 0.124, 0.116, 0.083, 0.130, 0.107, 0.127, 0.120, 0.114, 0.131, 0.009, 0.122, 0.123, 0.120, 0.100, 0.117, 0.129, 0.077, 0.105, 0.136, 0.136, 0.108, 0.085, 0.130, 0.108, -0.340, 1.279, -0.316, -0.322, -0.293, -0.069, -0.075, -0.074, -0.064, -0.292, -0.323, 1.294, -0.311, -0.341, 0.008, -0.004, -0.014, 0.012, 0.001, 0.011, 0.044, 0.066, 0.108, 0.106, 0.106, 0.112, 0.043, 0.059, 0.013, 0.007, -0.003, 0.007, -0.006, -0.001, -0.042, -0.264, -0.030, -0.071, -0.292, -0.056, -0.028, 0.429, -0.261, -0.466, -0.500, 0.078, 0.087, 0.086, 0.116, 0.114, 0.124, 0.122]}

***

# 3
{"formula": "C29H52AsN4O4Yb", "method": "ωB97M-V/def2-TZVPD", "orbital_gap_ev": [7.8361, 4.6822], "charge": 2, "max_force_ev_per_a": 3.33, "molar_mass_g_mol": 768.72, "spin_multiplicity": 2, "elements": ["Yb", "C", "C", "C", "C", "C", "C", "N", "C", "C", "N", "C", "C", "O", "O", "C", "C", "C", "C", "C", "C", "N", "C", "C", "N", "C", "C", "O", "O", "H", "H", "H", "H", "H", "H", "H", "H", "H", "H", "H", "H", "H", "H", "H", "H", "H", "H", "H", "H", "H", "H", "H", "H", "H", "H", "H", "H", "H", "H", "H", "H", "H", "H", "H", "H", "H", "H", "H", "C", "As", "C", "C", "C", "C", "C", "C", "C", "C", "H", "H", "H", "H", "H", "H", "H", "H", "H", "H", "H", "H", "H"], "coordinates": [[-0.073, -0.612, -0.876], [-2.725, 2.945, -1.920], [-1.709, 2.238, -1.040], [-2.308, 1.667, 0.320], [-3.386, 0.535, 0.400], [-3.601, 0.346, 1.920], [-4.691, 0.758, -0.407], [-2.720, -0.725, -0.115], [-3.385, -2.038, 0.023], [-2.375, -3.262, -0.372], [-0.914, -3.031, -0.491], [-0.197, -3.267, 0.812], [-0.212, -2.025, 1.750], [0.458, -2.062, 2.778], [-0.741, -0.847, 1.303], [-0.266, -3.958, -1.617], [-0.548, -5.467, -1.422], [-0.626, -3.599, -3.058], [0.108, -2.449, -3.803], [1.608, -2.331, -3.451], [0.022, -2.661, -5.334], [-0.641, -1.233, -3.325], [-0.750, 0.040, -4.102], [-1.467, 1.109, -3.240], [-0.820, 1.343, -1.887], [0.555, 1.963, -1.952], [1.206, 1.890, -0.580], [1.635, 2.920, -0.119], [1.443, 0.724, -0.023], [-3.132, 3.749, -1.342], [-3.551, 2.314, -2.166], [-2.279, 3.365, -2.811], [-1.034, 2.970, -0.630], [-2.748, 2.533, 0.837], [-1.536, 1.366, 1.049], [-3.849, 1.358, 2.349], [-2.730, -0.017, 2.443], [-4.463, -0.264, 2.159], [-5.082, 1.767, -0.186], [-5.506, 0.005, -0.165], [-4.460, 0.629, -1.475], [-1.833, -0.868, 0.583], [-2.488, -0.550, -1.101], [-4.253, -2.131, -0.613], [-3.717, -2.184, 1.060], [-2.721, -3.724, -1.313], [-2.617, -4.062, 0.416], [0.884, -3.408, 0.565], [-0.546, -4.201, 1.354], [0.791, -3.804, -1.405], [-1.474, -5.782, -1.904], [-0.517, -5.789, -0.378], [0.224, -6.007, -1.980], [-1.738, -3.465, -3.242], [-0.416, -4.494, -3.624], [2.144, -3.216, -3.772], [1.762, -2.152, -2.403], [1.984, -1.488, -4.007], [0.469, -3.673, -5.535], [0.622, -1.884, -5.865], [-1.039, -2.724, -5.644], [-1.638, -1.543, -3.257], [-1.314, -0.081, -5.058], [0.237, 0.398, -4.392], [-2.542, 0.803, -3.053], [-1.572, 2.021, -3.844], [0.512, 2.968, -2.404], [1.100, 1.316, -2.671], [3.806, 1.039, 1.831], [1.936, 1.572, 2.539], [2.289, 0.657, 4.242], [2.580, 3.533, 3.072], [3.659, 3.669, 4.064], [3.286, 3.830, 5.419], [4.265, 3.895, 6.421], [5.607, 3.865, 6.047], [5.971, 3.872, 4.701], [5.030, 3.735, 3.707], [4.529, 1.086, 2.626], [4.104, 1.702, 1.008], [3.737, 0.035, 1.371], [3.192, 1.112, 4.675], [2.392, -0.412, 4.000], [1.402, 0.804, 4.876], [1.646, 3.897, 3.547], [2.770, 3.889, 2.052], [2.266, 3.811, 5.720], [3.946, 4.028, 7.443], [6.406, 3.828, 6.774], [7.034, 3.969, 4.460], [5.336, 3.623, 2.660]], "lowdin_spin": [0.003, 0.000, 0.000, 0.000, 0.000, 0.000, 0.000, 0.000, 0.000, 0.000, 0.000, 0.000, 0.001, 0.002, 0.006, 0.000, 0.000, 0.000, 0.000, 0.000, 0.000, 0.000, 0.000, 0.000, 0.000, 0.003, 0.008, 0.008, 0.067, 0.000, 0.000, 0.000, 0.000, 0.000, 0.001, 0.000, 0.000, 0.000, 0.000, 0.000, 0.000, 0.000, 0.000, 0.000, 0.000, 0.000, 0.000, 0.000, 0.000, 0.000, 0.000, 0.000, 0.000, 0.000, 0.000, 0.000, 0.000, 0.000, 0.000, 0.000, 0.000, 0.000, 0.000, 0.000, 0.000, 0.000, 0.000, 0.000, 0.010, 0.336, 0.050, 0.153, 0.059, 0.078, 0.000, 0.113, 0.003, 0.067, 0.003, 0.000, 0.001, 0.010, -0.001, 0.000, 0.004, 0.007, 0.003, -0.002, 0.005, -0.001, 0.002]}

***

Question: What is the charge in the first record?
Answer: +1

***

Question: What is the charge in the second record?
Answer: +1

***

Question: Number 2 is which compound?
Answer: C29H51N4O3SSb2Sn

***

Question: Which value of charge does entry 3 give?
Answer: +2